(1)
{
  "formula": "Cl2H2NOP",
  "method": "ωB97M-V with the def2-TZVPD basis set",
  "species": ["N", "O", "P", "Cl", "Cl", "H", "H"],
  "xyz": [[1.216, 0.296, 0.797], [0.304, -0.740, -1.153], [-0.112, -0.125, 0.184], [-1.496, -1.586, 0.769], [-2.181, 1.785, -0.760], [1.347, 0.608, 1.811], [0.922, -0.240, -1.649]],
  "de_lowest_kcal_mol": 61.8,
  "spin_multiplicity": 1,
  "homo_lumo_gap_ev": [7.29, 7.29],
  "homo_ev": [-10.09, -10.09]
}

(2)
{
  "formula": "C7H11NO",
  "method": "ωB97M-V with the def2-TZVPD basis set",
  "species": ["C", "C", "C", "C", "C", "C", "C", "H", "H", "H", "H", "H", "H", "H", "H", "H", "H", "H", "N", "O"],
  "xyz": [[0.419, 1.933, 0.162], [0.276, 0.374, 0.301], [1.649, -0.314, 0.606], [-0.380, -0.400, -0.840], [-0.863, -0.494, 0.948], [-2.128, 0.192, 0.322], [-1.772, 0.333, -0.931], [0.831, 2.385, 1.136], [-0.588, 2.368, -0.113], [1.214, 2.066, -0.571], [2.011, 0.119, 1.475], [1.410, -1.324, 1.112], [3.336, -0.926, -0.681], [0.053, -0.535, -1.873], [0.005, -2.206, 0.041], [-0.855, -0.761, 2.092], [-2.878, 0.742, 0.873], [-2.313, 0.781, -1.664], [-0.809, -1.565, -0.065], [2.529, -0.186, -0.598]],
  "de_lowest_kcal_mol": 117.8,
  "spin_multiplicity": 1,
  "homo_lumo_gap_ev": 9.64,
  "homo_ev": -9.03
}

(3)
{
  "formula": "H22O11",
  "method": "ωB97M-V with the def2-TZVPD basis set",
  "species": ["H", "H", "H", "H", "H", "H", "H", "H", "H", "H", "H", "H", "H", "H", "H", "H", "H", "H", "H", "H", "H", "H", "O", "O", "O", "O", "O", "O", "O", "O", "O", "O", "O"],
  "xyz": [[-0.303, -0.743, -0.248], [-1.273, 0.263, 0.252], [1.143, 2.650, -1.400], [1.635, 3.925, -0.646], [-5.298, -0.361, -0.459], [-6.811, -0.754, -0.730], [4.933, -1.675, 0.144], [3.814, -0.661, 0.045], [-4.734, -1.276, 2.717], [-5.522, -2.174, 1.913], [-1.657, -0.314, -2.679], [-1.030, -1.363, -3.668], [2.757, 1.104, 0.245], [1.462, 0.883, -0.474], [2.461, -3.361, -1.556], [3.609, -3.860, -2.419], [0.835, -2.370, 2.072], [1.939, -1.324, 2.237], [-0.813, 4.880, -1.663], [-0.734, 4.463, -0.209], [1.693, 1.887, 2.553], [1.551, 0.630, 3.310], [-0.528, -0.189, 0.462], [1.902, 3.208, -1.278], [-6.064, -0.775, -0.073], [4.583, -0.934, 0.647], [-4.758, -1.639, 1.771], [-1.784, -1.183, -3.060], [2.346, 0.577, -0.500], [2.626, -3.883, -2.343], [1.779, -2.232, 2.468], [-1.181, 5.044, -0.842], [1.424, 1.557, 3.412]],
  "de_lowest_kcal_mol": 87.7,
  "spin_multiplicity": 1,
  "smiles": "O.O.O.O.O.O.O.O.O.O.O",
  "homo_lumo_gap_ev": 10.19,
  "homo_ev": -10.94
}

(4)
{
  "formula": "C20H31Br2F4N3O",
  "method": "ωB97M-V with the def2-TZVPD basis set",
  "species": ["F", "C", "C", "C", "C", "N", "N", "C", "C", "C", "C", "C", "C", "F", "Br", "C", "F", "F", "Br", "H", "H", "H", "H", "H", "H", "H", "H", "H", "H", "H", "H", "H", "C", "C", "C", "C", "C", "C", "N", "O", "C", "C", "C", "H", "H", "H", "H", "H", "H", "H", "H", "H", "H", "H", "H", "H", "H", "H", "H", "H", "H"],
  "xyz": [[4.438, -1.883, 2.850], [4.703, -0.497, 2.803], [3.564, 0.346, 3.499], [2.499, 0.693, 2.378], [1.012, 0.627, 2.885], [0.714, 1.473, 3.884], [-0.508, 1.545, 4.372], [-1.393, 0.743, 3.814], [-1.246, -0.262, 2.756], [0.133, -0.327, 2.228], [0.529, -1.292, 1.089], [1.259, -2.602, 1.566], [0.487, -3.407, 2.669], [-0.882, -3.188, 2.689], [0.694, -5.337, 2.184], [1.169, -3.257, 4.121], [0.317, -3.569, 5.127], [1.608, -1.959, 4.294], [2.752, -4.443, 4.187], [5.703, -0.321, 3.264], [4.793, -0.211, 1.720], [3.133, -0.170, 4.386], [4.071, 1.289, 3.833], [2.651, 1.773, 2.100], [2.662, 0.101, 1.455], [1.424, 2.100, 4.274], [-2.428, 0.849, 4.219], [-2.058, -0.912, 2.377], [-0.383, -1.571, 0.516], [1.222, -0.767, 0.384], [2.317, -2.409, 1.868], [1.319, -3.275, 0.672], [-3.072, -0.354, -3.829], [-2.205, 0.004, -2.588], [-2.762, 1.207, -1.795], [-2.488, 2.581, -2.395], [-1.014, 2.724, -2.759], [-0.539, 1.581, -3.667], [-0.810, 0.236, -3.071], [0.018, 0.053, -2.057], [-1.232, 1.743, -5.039], [0.952, 1.776, -3.987], [-2.387, -1.210, -1.657], [-2.461, -0.530, -4.716], [-3.615, -1.292, -3.698], [-3.805, 0.419, -4.063], [-2.309, 1.204, -0.794], [-3.836, 1.085, -1.639], [-3.126, 2.750, -3.265], [-2.756, 3.352, -1.669], [-0.855, 3.687, -3.249], [-0.418, 2.750, -1.839], [-0.925, 0.958, -5.732], [-0.954, 2.699, -5.488], [-2.318, 1.749, -4.992], [1.577, 1.783, -3.092], [1.111, 2.732, -4.487], [1.314, 0.991, -4.654], [-1.981, -2.124, -2.092], [-3.449, -1.375, -1.473], [-1.930, -1.059, -0.675]],
  "spin_multiplicity": 2,
  "homo_lumo_gap_ev": [6.35, 7.14],
  "charge": 1,
  "homo_ev": [-11.13, -11.91]
}

(5)
{
  "formula": "C44H82Cl22FN4O7S",
  "method": "ωB97M-V with the def2-TZVPD basis set",
  "species": ["C", "O", "C", "C", "C", "C", "C", "C", "C", "C", "C", "N", "S", "O", "O", "F", "C", "C", "C", "C", "N", "C", "O", "N", "O", "C", "C", "O", "O", "C", "C", "C", "C", "C", "N", "H", "H", "H", "H", "H", "H", "H", "H", "H", "H", "H", "H", "H", "H", "H", "H", "H", "H", "H", "H", "H", "H", "H", "H", "H", "H", "H", "H", "H", "H", "H", "H", "H", "H", "H", "H", "H", "H", "Cl", "C", "C", "Cl", "H", "H", "H", "H", "Cl", "C", "C", "Cl", "H", "H", "H", "H", "Cl", "C", "C", "Cl", "H", "H", "H", "H", "Cl", "C", "C", "Cl", "H", "H", "H", "H", "Cl", "C", "C", "Cl", "H", "H", "H", "H", "Cl", "C", "C", "Cl", "H", "H", "H", "H", "Cl", "C", "C", "Cl", "H", "H", "H", "H", "Cl", "C", "C", "Cl", "H", "H", "H", "H", "Cl", "C", "C", "Cl", "H", "H", "H", "H", "Cl", "C", "C", "Cl", "H", "H", "H", "H", "Cl", "C", "C", "Cl", "H", "H", "H", "H"],
  "xyz": [[-2.650, 6.425, 2.273], [-3.047, 5.859, 1.000], [-2.651, 6.697, -0.121], [-1.955, 5.773, -1.251], [-0.541, 5.221, -0.688], [-0.215, 3.699, -1.162], [0.678, 3.808, -2.525], [1.504, 2.455, -2.814], [2.640, 2.136, -1.697], [2.454, 0.652, -1.137], [2.158, 0.405, 0.367], [1.935, -0.936, 0.943], [1.591, -0.971, 2.642], [2.145, -2.161, 3.360], [2.187, 0.262, 3.297], [-0.078, -0.786, 2.821], [1.981, -2.085, 0.063], [1.697, -3.562, 0.624], [0.117, -3.661, 0.956], [-0.146, -4.544, 2.295], [-0.885, -3.770, 3.362], [2.300, -1.989, -1.476], [2.351, -3.118, -2.349], [1.219, -3.122, -3.122], [1.070, -4.206, -3.591], [2.544, -0.570, -2.114], [2.829, -0.434, -3.704], [1.892, -0.181, -4.510], [4.119, -0.639, -4.268], [5.170, -0.267, -3.324], [5.701, -1.512, -2.456], [6.963, -1.047, -1.566], [7.088, -1.813, -0.158], [8.274, -2.935, -0.137], [7.915, -4.110, 0.722], [-1.622, 6.021, 2.628], [-3.466, 6.125, 3.044], [-2.648, 7.574, 2.248], [-1.945, 7.544, 0.212], [-3.602, 7.227, -0.515], [-2.670, 4.935, -1.585], [-1.712, 6.446, -2.160], [-0.594, 5.265, 0.453], [0.320, 5.922, -1.011], [-1.233, 3.221, -1.392], [0.306, 3.087, -0.344], [1.338, 4.747, -2.528], [-0.091, 3.912, -3.377], [0.780, 1.567, -2.805], [2.018, 2.602, -3.838], [3.682, 2.239, -2.177], [2.551, 2.921, -0.869], [2.096, 1.350, 1.027], [2.391, -3.816, 1.493], [1.908, -4.337, -0.209], [-0.302, -2.584, 1.048], [-0.370, -4.187, 0.046], [-0.851, -5.401, 1.990], [0.857, -4.929, 2.718], [-0.253, -3.543, 4.142], [-1.302, -2.931, 2.941], [6.070, 0.082, -3.964], [4.882, 0.641, -2.684], [6.020, -2.336, -3.206], [4.916, -1.980, -1.770], [6.832, 0.082, -1.335], [7.929, -1.206, -2.166], [6.084, -2.248, 0.225], [7.402, -1.031, 0.621], [9.207, -2.450, 0.357], [8.592, -3.255, -1.193], [8.480, -4.933, 0.439], [8.160, -3.940, 1.711], [9.127, -3.381, 3.668], [8.564, -1.691, 3.611], [9.625, -0.713, 4.069], [9.956, -0.850, 5.816], [7.661, -1.617, 4.219], [8.293, -1.485, 2.574], [9.283, 0.311, 3.889], [10.565, -0.858, 3.534], [1.339, -3.060, 6.059], [1.001, -4.095, 7.472], [-0.292, -4.872, 7.327], [-1.723, -3.811, 7.394], [0.990, -3.458, 8.358], [1.840, -4.789, 7.563], [-0.389, -5.586, 8.148], [-0.328, -5.432, 6.388], [-4.423, -2.425, -5.296], [-2.653, -2.539, -5.458], [-1.958, -2.616, -4.114], [-2.072, -1.082, -3.212], [-2.312, -1.684, -6.038], [-2.447, -3.443, -6.033], [-0.896, -2.819, -4.257], [-2.375, -3.408, -3.489], [5.254, 3.838, 3.346], [5.270, 2.192, 4.026], [6.671, 1.728, 4.370], [7.666, 1.455, 2.915], [4.791, 1.524, 3.307], [4.656, 2.216, 4.929], [6.626, 0.777, 4.904], [7.190, 2.450, 5.003], [6.997, -1.218, 6.764], [7.122, -2.771, 7.627], [6.278, -3.853, 6.983], [4.533, -3.549, 7.175], [6.836, -2.604, 8.667], [8.175, -3.060, 7.606], [6.486, -4.815, 7.455], [6.490, -3.945, 5.916], [0.357, -6.752, 4.930], [0.202, -8.512, 4.682], [0.383, -8.908, 3.230], [-0.966, -8.353, 2.208], [-0.773, -8.822, 5.065], [0.973, -8.985, 5.293], [0.416, -9.996, 3.145], [1.309, -8.506, 2.817], [-6.339, 5.586, 4.488], [-6.503, 3.838, 4.186], [-6.322, 3.492, 2.721], [-7.668, 4.091, 1.718], [-7.478, 3.520, 4.558], [-5.734, 3.341, 4.781], [-6.294, 2.408, 2.597], [-5.394, 3.904, 2.321], [-10.651, 7.014, -0.033], [-10.580, 5.570, -1.074], [-9.182, 5.310, -1.600], [-8.665, 6.546, -2.776], [-11.297, 5.704, -1.887], [-10.911, 4.726, -0.466], [-9.153, 4.350, -2.118], [-8.446, 5.283, -0.792], [-7.660, -1.139, -10.064], [-6.687, -0.661, -8.651], [-7.257, -1.202, -7.355], [-8.802, -0.427, -6.923], [-6.623, 0.429, -8.637], [-5.683, -1.059, -8.809], [-6.564, -1.004, -6.535], [-7.422, -2.280, -7.408], [-3.019, -1.748, -8.283], [-3.209, -3.495, -8.577], [-3.050, -3.851, -10.042], [-4.398, -3.242, -11.035], [-4.185, -3.799, -8.192], [-2.439, -4.000, -7.989], [-3.038, -4.937, -10.159], [-2.121, -3.454, -10.453], [-11.425, 11.561, -4.167], [-11.394, 10.819, -2.547], [-12.139, 9.500, -2.508], [-13.898, 9.714, -2.699], [-11.811, 11.537, -1.838], [-10.345, 10.659, -2.292], [-11.983, 9.015, -1.542], [-11.794, 8.820, -3.290]],
  "spin_multiplicity": 1,
  "homo_lumo_gap_ev": 5.25,
  "charge": 1,
  "homo_ev": -11.21
}

The calculation returns the following E_tot values, one per record and in order: -37902.9321, -10970.1680, -22877.7118, -178705.1276, -356278.6675 eV.
The calculation returns the following max |F| values, one per record and in order: 3.62, 5.65, 4.29, 4.37, 8.40 eV/Å.